23
Properties=species:S:1:pos:R:3:forces:R:3 method="wB97M-V/def2-TZVPD" e_homo_ev=-9.266 de_lowest_kcal_mol=10.3 e_lumo_ev=-0.5 total_charge=0
C 2.390 -1.855 -0.027 1.7 -1.8 0.0
C 2.415 -0.916 -1.017 0.9 1.9 -2.1
C 1.264 -1.930 0.731 -1.2 1.2 1.0
C 1.423 0.058 -1.081 0.9 0.3 -1.2
C 0.210 -0.994 0.675 1.7 -0.2 -1.2
C 0.361 0.087 -0.256 -1.7 -0.3 2.4
C -0.975 -1.319 1.421 -1.3 1.2 0.5
C -1.837 1.123 -0.103 0.3 0.3 1.7
C -2.514 -0.195 0.003 1.1 -2.1 -1.7
C 0.042 2.605 -0.132 -1.9 0.0 2.6
N -2.173 -1.034 1.063 0.4 0.0 1.9
N -0.518 1.219 -0.190 3.4 -0.7 -0.9
O -2.480 2.092 0.114 -1.8 2.8 0.0
Cl -4.196 0.083 -0.013 -1.4 -0.4 -0.2
Cl -1.941 -1.016 -1.561 -0.8 -0.4 -0.6
H 3.190 -2.623 0.199 -0.9 1.2 -0.7
H 3.162 -0.707 -1.844 -0.4 -1.1 1.5
H 1.239 -2.657 1.503 -0.3 -0.7 0.5
H 1.483 0.808 -1.863 0.1 0.0 0.1
H -0.883 -1.745 2.443 0.1 -0.4 -1.0
H 1.072 2.763 -0.388 0.3 -0.6 -0.7
H -0.701 3.204 -0.655 0.6 0.3 -0.2
H -0.036 2.947 0.977 0.1 -0.5 -1.7

33
Properties=species:S:1:pos:R:3:forces:R:3 method="wB97M-V/def2-TZVPD" e_homo_ev="-9.974 / -9.928" s2=0.752 spin_multiplicity=2 e_lumo_ev="-0.7 / -5.1" total_charge=0
Hg -0.066 -1.651 2.434 -0.2 -0.2 -1.2
F -5.187 -3.642 -0.055 1.0 -0.2 -0.5
C -3.959 -4.040 0.351 -0.7 -0.1 -0.7
F -3.989 -3.883 1.664 0.6 -0.5 0.5
F -3.811 -5.333 -0.006 0.1 0.8 0.6
S -2.570 -2.970 -0.376 -0.8 -0.2 -2.5
O -1.338 -3.168 0.360 0.6 0.1 1.6
O -2.447 -3.301 -1.779 -0.3 -0.1 1.2
N -3.295 -1.661 -0.112 -1.1 1.0 0.5
S -3.168 -0.135 0.124 1.7 -0.1 0.3
O -3.540 0.264 1.460 -0.2 -0.2 -0.6
O -1.883 0.347 -0.362 -1.0 0.1 0.2
C -4.481 0.563 -1.004 -1.3 0.5 -2.0
F -4.112 0.454 -2.305 0.3 -0.3 0.9
F -5.700 -0.032 -0.936 1.2 0.1 0.7
F -4.670 1.877 -0.798 0.4 -0.6 0.6
C 4.511 -0.696 0.444 -0.4 -2.2 1.2
C 3.060 -0.226 0.484 1.1 1.3 -0.7
O 2.143 -0.964 0.742 -0.9 -1.2 0.8
C 2.835 1.187 0.145 0.3 1.3 -0.2
C 3.969 2.017 0.049 -0.2 -1.1 0.1
C 3.890 3.357 -0.162 -0.5 1.4 -0.6
C 2.632 3.939 -0.341 0.0 0.8 0.1
C 1.501 3.118 -0.309 -1.2 1.7 -0.5
C 1.574 1.773 -0.071 0.3 -1.4 0.8
H 4.471 -1.761 0.831 0.3 1.1 -0.9
H 5.199 -0.180 1.102 -0.3 0.4 0.5
H 4.996 -0.600 -0.519 -0.3 -0.3 -0.5
H 4.946 1.585 0.133 0.2 -0.1 0.1
H 4.796 3.949 -0.269 -0.2 0.0 0.2
H 2.525 5.056 -0.469 0.1 -1.5 0.0
H 0.503 3.591 -0.495 1.0 -0.5 0.3
H 0.666 1.166 0.046 0.4 0.3 -0.3

23
Properties=species:S:1:pos:R:3:forces:R:3 method="wB97M-V/def2-TZVPD" e_homo_ev=-8.979 de_lowest_kcal_mol=138.7 e_lumo_ev=0.2 total_charge=0
C 1.682 2.119 2.418 1.0 1.8 -2.0
C 1.333 0.808 2.491 -0.7 -0.8 1.9
C 1.561 2.797 1.164 0.3 1.0 0.7
C 0.526 0.210 1.483 2.0 1.7 1.9
C 0.958 2.132 0.149 -2.0 -1.2 -2.9
C -1.563 -0.430 -2.466 2.3 1.8 0.9
C -0.779 0.565 -1.897 -1.5 1.5 -2.1
C 0.306 0.861 0.331 2.1 2.0 0.2
C -0.676 -1.145 -0.568 -0.4 -3.1 0.7
C -0.250 -2.766 0.223 -2.5 2.7 -1.3
N -1.437 -1.493 -1.616 0.7 0.1 1.3
N -0.353 0.159 -0.682 0.6 -1.5 0.3
O -2.714 -3.718 -1.218 0.6 0.1 1.6
O -0.610 -3.849 -2.265 2.7 -1.4 -2.3
S -1.328 -3.319 -1.209 -2.9 1.3 0.7
H 2.249 2.723 3.113 -0.1 -0.7 0.7
H 1.606 0.299 3.467 -0.6 0.2 -1.5
H 1.967 3.862 1.032 -0.6 -1.9 0.2
H 0.244 -0.764 1.569 -0.9 -2.5 0.6
H 0.875 2.452 -0.924 0.4 0.5 1.3
H -2.082 -0.277 -3.371 -0.6 -0.7 -0.7
H -0.518 1.571 -2.306 -0.6 -1.1 0.6
H -0.997 -2.800 1.082 0.7 0.1 -0.7

23
Properties=species:S:1:pos:R:3:forces:R:3 method="wB97M-V/def2-TZVPD" e_homo_ev="-7.268 / -9.437" de_lowest_kcal_mol=117.5 s2=2.016 spin_multiplicity=3 e_lumo_ev="0.4 / -0.9" total_charge=0
C 4.392 1.774 0.454 -0.4 -0.5 -1.5
C 4.306 -2.062 0.230 0.8 0.3 0.5
C -0.647 0.352 -1.025 -0.4 -1.2 1.3
C -1.237 0.649 0.352 0.4 1.8 -1.6
C -0.403 -1.121 -0.614 3.1 3.9 2.2
C 0.741 0.685 -0.617 1.2 -1.8 2.6
C -0.966 -0.742 0.844 0.3 -0.2 -2.1
C 0.143 0.974 0.911 1.3 -2.5 -1.1
C 1.112 -0.848 -0.746 0.7 0.6 0.5
C 0.054 -0.305 1.711 2.3 1.9 1.1
N 1.992 -1.452 0.203 0.4 -0.7 1.3
N 3.262 -1.665 -0.169 -2.7 0.9 -1.4
O 4.024 2.067 1.485 -0.2 0.7 2.2
O 5.419 -2.286 0.471 0.9 -0.6 0.3
S 4.670 1.331 -1.003 0.6 -0.1 -0.8
H -1.015 0.515 -1.943 -1.6 1.1 -3.2
H -1.995 1.372 0.404 -1.7 0.3 0.8
H -0.742 -1.963 -0.981 -2.1 -4.0 -2.2
H 1.491 1.352 -0.950 0.3 1.0 -0.7
H -1.709 -1.371 1.050 -2.9 -2.7 1.4
H 0.618 1.819 1.243 0.4 2.4 1.2
H 1.556 -0.978 -1.710 -0.3 -0.3 -1.2
H 0.896 -0.805 2.161 -0.3 -0.3 0.4

21
Properties=species:S:1:pos:R:3:forces:R:3 method="wB97M-V/def2-TZVPD" e_homo_ev="-8.613 / -7.670" de_lowest_kcal_mol=71.2 e_lumo_ev="-0.6 / -1.5" total_charge=0
C -0.286 -0.510 -2.081 1.1 0.4 -0.7
C -0.690 2.541 -0.288 -1.4 0.7 0.1
C -0.799 -1.279 -3.093 -1.9 1.2 1.2
C 0.258 1.955 1.523 -0.5 -0.4 -2.1
C -1.237 0.315 -1.369 0.7 -0.5 0.2
C -0.761 1.174 -0.276 -1.2 0.8 -2.2
C -2.448 0.161 -1.926 -0.1 -0.1 -0.1
C 1.696 -2.039 2.249 1.9 -4.9 1.5
C 1.411 -0.807 1.923 -1.5 1.7 -2.1
C 0.184 -0.461 1.325 -0.1 -0.8 0.4
N -0.117 3.018 0.835 1.2 -0.5 1.4
N -0.131 0.784 0.828 1.8 1.0 2.7
S -2.544 -0.922 -3.219 0.7 -0.5 0.1
H 0.789 -0.233 -1.958 -0.8 -1.0 0.1
H -1.209 3.256 -0.913 0.2 -0.4 -0.4
H -0.462 -2.078 -3.702 0.8 -0.2 -0.5
H 0.946 1.838 2.336 -0.2 0.4 0.5
H 2.722 -2.429 2.497 -0.9 1.1 -0.2
H 1.057 -2.945 2.246 -0.4 1.2 -0.1
H 2.209 -0.142 1.759 0.9 1.1 0.4
H -0.588 -1.195 1.301 -0.5 -0.4 -0.2

31
Properties=species:S:1:pos:R:3:forces:R:3 method="wB97M-V/def2-TZVPD" e_homo_ev="-10.887 / -11.277" s2=6.034 spin_multiplicity=5 e_lumo_ev="-4.2 / -5.7" total_charge=+1
Ru 0.016 -0.087 0.146 -0.5 -0.3 0.1
Se -2.243 -1.941 1.964 -0.5 -0.4 0.2
Se -0.058 -2.081 2.666 0.5 0.2 0.5
C 0.270 -0.223 3.156 -0.3 -0.6 0.1
C 0.372 0.161 4.482 0.0 -0.1 -0.2
C 0.590 1.503 4.758 0.1 0.0 -0.2
C 0.730 2.391 3.700 0.0 -0.2 0.0
C 0.645 1.915 2.402 0.0 0.5 0.1
N 0.393 0.633 2.146 0.0 -0.1 -0.4
C -2.014 -2.599 0.161 0.1 -0.1 0.2
C -2.917 -3.539 -0.320 0.1 0.2 0.2
C -2.696 -4.081 -1.575 0.1 0.2 0.0
C -1.593 -3.655 -2.304 0.0 0.0 0.1
C -0.759 -2.701 -1.748 0.2 -0.3 -0.3
N -0.965 -2.186 -0.538 0.1 0.6 0.1
H 0.275 -0.582 5.258 -0.1 0.0 0.1
H 0.652 1.847 5.778 0.0 0.0 0.1
H 0.899 3.443 3.865 0.1 0.1 0.0
H 0.767 2.572 1.547 -0.1 -0.1 0.2
H -3.757 -3.832 0.294 0.0 -0.1 0.0
H -3.363 -4.834 -1.970 -0.1 0.0 0.0
H -1.366 -4.058 -3.278 0.0 0.0 -0.1
H 0.119 -2.353 -2.285 -0.1 0.0 0.1
Te -0.217 1.023 -2.258 0.7 -0.3 -0.4
Te 1.781 0.109 -3.810 -0.2 0.2 0.3
Te 3.760 -0.262 -2.014 -0.1 -0.1 0.1
Te 2.464 -0.924 0.261 -0.4 0.4 -0.6
O -3.284 2.118 0.422 -0.9 0.4 0.1
N -2.232 1.588 0.288 -0.1 0.0 0.1
O -2.135 0.321 0.210 0.5 -0.8 -0.3
O -1.148 2.196 0.221 1.0 0.7 -0.2

22
Properties=species:S:1:pos:R:3:forces:R:3 method="wB97M-V/def2-TZVPD" e_homo_ev=-8.030 de_lowest_kcal_mol=43.0 e_lumo_ev=-0.1 total_charge=0
C 0.976 1.051 1.885 -0.6 -2.3 -1.0
C 1.365 -2.664 -0.730 -0.9 -3.4 -3.7
C -0.934 1.898 0.108 2.9 -1.2 2.7
C 1.527 -0.227 1.978 2.6 -0.6 2.5
C 1.730 -2.297 0.454 -0.1 2.9 2.8
C -1.992 1.599 -1.713 2.3 1.2 -0.7
C -2.774 1.027 -0.618 -1.2 -0.9 -2.0
C 0.312 -0.722 -1.281 1.0 -0.8 0.6
C 0.331 1.005 0.615 -1.5 1.0 0.0
C 0.663 -0.224 0.018 -1.8 1.6 -1.6
N -0.828 2.091 -1.291 -3.6 -0.2 -1.1
N 0.718 -1.915 -1.673 -1.3 2.0 -0.2
N -2.138 1.160 0.447 0.6 0.4 2.2
N 1.391 -0.971 0.881 -0.2 -0.8 -1.5
H 0.982 1.678 2.760 -0.3 0.5 -0.4
H 1.430 -3.742 -1.132 0.5 1.7 1.2
H -0.907 2.804 0.783 0.0 -0.5 -1.2
H 2.202 -0.662 2.731 -0.6 0.6 -0.1
H 2.148 -2.880 1.206 0.8 -1.1 0.9
H -2.239 1.594 -2.778 0.1 0.0 0.4
H -3.701 0.419 -0.749 0.7 0.8 0.3
H -0.262 -0.022 -1.901 0.5 -0.9 -0.1

22
Properties=species:S:1:pos:R:3:forces:R:3 method="wB97M-V/def2-TZVPD" e_homo_ev=-9.808 de_lowest_kcal_mol=18.9 e_lumo_ev=0.2 total_charge=0
C -0.434 -2.120 1.359 -1.1 -0.8 1.2
C -3.413 -0.069 0.353 -1.4 -0.9 -0.8
C -3.130 0.294 -1.723 -0.4 -1.3 4.4
C 2.084 0.119 -0.924 0.1 1.1 0.1
C 1.093 0.766 -0.206 1.5 1.7 -1.3
C 2.256 -1.212 -0.933 -2.4 -1.2 1.9
C 1.421 -2.031 -0.156 -0.2 1.0 0.3
C 0.166 0.019 0.408 -1.3 0.3 1.4
C -1.084 0.699 0.981 0.4 -3.6 0.0
C 0.350 -1.382 0.495 1.8 0.5 -1.5
N -1.023 -2.668 2.176 -0.4 -0.4 0.3
N -4.033 -0.212 -0.819 0.1 0.9 0.4
N -2.145 0.345 0.092 -1.4 0.6 1.5
N -2.008 0.633 -1.169 1.1 0.5 -1.9
H -4.011 -0.227 1.304 1.7 0.1 -1.1
H -3.392 0.549 -2.643 -0.8 0.5 -4.0
H 2.745 0.712 -1.485 0.9 0.7 -0.7
H 1.153 1.882 -0.265 -0.8 -1.2 0.3
H 2.971 -1.652 -1.493 2.4 -1.2 -1.7
H 1.657 -3.096 -0.002 -0.5 0.6 -0.2
H -1.368 0.126 1.842 0.1 0.2 1.2
H -1.044 1.720 1.178 0.4 1.7 0.1